Entry 1:
{"formula": "C27H17BBrCl5N3NiO4", "method": "ωB97M-V/def2-TZVPD", "de_lowest_kcal_mol": 0.4, "gap_ev": 7.843, "homo_ha": -0.2292, "total_charge": -1, "symbols": ["Ni", "Cl", "C", "C", "C", "Cl", "C", "Cl", "C", "Cl", "C", "Cl", "O", "C", "O", "C", "C", "C", "C", "C", "C", "N", "C", "C", "C", "C", "C", "C", "N", "H", "H", "H", "H", "H", "H", "H", "H", "H", "H", "Br", "C", "C", "C", "C", "C", "C", "C", "O", "O", "H", "H", "H", "H", "B", "C", "N", "H", "H", "H"], "coordinates": [[-0.394, -0.394, -0.644], [-1.889, 1.114, -2.853], [-2.899, 0.264, -1.726], [-2.286, -0.505, -0.739], [-3.132, -1.142, 0.157], [-2.436, -2.103, 1.424], [-4.521, -1.014, 0.104], [-5.531, -1.819, 1.248], [-5.095, -0.205, -0.873], [-6.807, 0.006, -0.933], [-4.277, 0.443, -1.794], [-4.975, 1.501, -2.967], [-4.181, 5.374, -2.282], [-2.937, 5.588, -1.788], [-2.398, 6.645, -1.960], [-2.317, 4.438, -1.064], [-3.085, 3.526, -0.347], [-2.481, 2.447, 0.275], [-1.110, 2.273, 0.152], [-0.325, 3.194, -0.530], [-0.935, 4.286, -1.121], [-0.516, 1.064, 0.618], [0.117, 1.050, 1.718], [0.796, -0.166, 2.199], [1.504, -0.164, 3.392], [2.153, -1.331, 3.766], [2.065, -2.442, 2.945], [1.325, -2.349, 1.772], [0.709, -1.234, 1.410], [-4.400, 4.435, -2.217], [-4.157, 3.653, -0.254], [-3.070, 1.717, 0.816], [0.740, 3.011, -0.611], [-0.353, 5.017, -1.666], [0.181, 1.948, 2.329], [1.560, 0.733, 3.994], [2.729, -1.368, 4.681], [2.570, -3.366, 3.193], [1.236, -3.187, 1.089], [6.248, -4.060, 0.976], [5.094, -2.614, 0.525], [5.208, -1.427, 1.228], [4.346, -0.384, 0.922], [3.387, -0.530, -0.071], [3.310, -1.724, -0.780], [4.160, -2.780, -0.485], [2.368, 0.570, -0.309], [2.492, 1.632, 0.313], [1.425, 0.285, -1.121], [5.952, -1.326, 2.007], [4.392, 0.554, 1.461], [2.555, -1.833, -1.546], [4.075, -3.714, -1.024], [0.829, -4.415, -2.305], [0.252, -2.988, -1.940], [-0.174, -1.960, -1.638], [0.073, -4.945, -3.089], [0.893, -5.030, -1.256], [1.934, -4.248, -2.783]]}

=====

Entry 2:
{"formula": "C27H17Br2IrN6OSe", "method": "ωB97M-V/def2-TZVPD", "s2": 0.990, "gap_ev": [2.955, 2.965], "homo_ha": [-0.5797, -0.5798], "total_charge": 3, "multiplicity": 2, "symbols": ["Ir", "Se", "N", "C", "C", "C", "C", "C", "N", "C", "C", "N", "C", "C", "C", "C", "C", "N", "H", "H", "H", "H", "H", "H", "Br", "C", "C", "C", "Br", "C", "C", "C", "C", "N", "C", "C", "O", "H", "H", "H", "H", "N", "C", "C", "C", "C", "C", "C", "H", "H", "H", "H", "H", "H", "H"], "coordinates": [[-0.255, -0.189, 0.216], [-2.294, -2.635, -7.169], [-2.688, -3.191, -5.551], [-2.157, -2.397, -4.655], [-2.251, -2.562, -3.235], [-3.018, -3.587, -2.678], [-3.057, -3.691, -1.305], [-2.326, -2.789, -0.539], [-1.596, -1.800, -1.049], [-1.554, -1.669, -2.387], [-0.772, -0.582, -2.949], [-0.140, 0.256, -2.112], [0.553, 1.267, -2.616], [0.702, 1.497, -3.980], [0.073, 0.652, -4.866], [-0.694, -0.399, -4.350], [-1.391, -1.305, -5.213], [-1.371, -1.285, -6.524], [-3.554, -4.261, -3.328], [-3.654, -4.447, -0.823], [-2.353, -2.891, 0.536], [1.035, 1.936, -1.919], [1.305, 2.321, -4.323], [0.140, 0.773, -5.937], [3.061, 3.813, -0.866], [2.508, 3.323, 0.864], [2.904, 4.054, 1.971], [2.505, 3.690, 3.249], [3.157, 4.675, 4.719], [1.583, 2.612, 3.448], [1.082, 2.224, 4.702], [0.132, 1.230, 4.755], [-0.293, 0.628, 3.568], [0.205, 0.924, 2.382], [1.131, 1.900, 2.313], [1.657, 2.176, 0.992], [1.354, 1.435, 0.029], [3.544, 4.915, 1.836], [1.426, 2.711, 5.603], [-0.295, 0.924, 5.698], [-1.054, -0.134, 3.614], [0.581, -2.185, 1.197], [-0.269, -2.523, 2.309], [-1.517, -1.902, 2.401], [-2.376, -2.187, 3.447], [-1.998, -3.123, 4.403], [-0.749, -3.729, 4.328], [0.124, -3.422, 3.295], [1.558, -2.156, 1.497], [0.519, -2.908, 0.477], [-1.777, -1.130, 1.657], [-3.324, -1.678, 3.533], [-2.665, -3.368, 5.214], [-0.454, -4.442, 5.083], [1.094, -3.893, 3.256]]}

=====

Entry 3:
{"formula": "C27H17ClFeN3O8", "method": "ωB97M-V/def2-TZVPD", "s2": 8.760, "gap_ev": [7.414, 7.325], "homo_ha": [-0.3176, -0.3189], "total_charge": 0, "multiplicity": 6, "symbols": ["Fe", "O", "C", "O", "C", "C", "C", "C", "C", "N", "C", "O", "O", "H", "H", "H", "O", "C", "O", "C", "C", "C", "C", "C", "C", "N", "C", "C", "C", "C", "C", "C", "N", "H", "H", "H", "H", "H", "H", "H", "H", "H", "H", "Cl", "C", "C", "C", "C", "O", "C", "C", "O", "C", "H", "H", "H", "H"], "coordinates": [[-14.434, 9.255, 8.008], [-15.633, 13.269, 7.879], [-15.029, 12.228, 7.882], [-15.417, 11.018, 7.466], [-13.627, 12.118, 8.523], [-12.883, 13.191, 8.992], [-11.556, 12.963, 9.309], [-10.992, 11.708, 9.306], [-11.802, 10.667, 8.855], [-13.084, 10.865, 8.490], [-11.346, 9.212, 8.722], [-10.155, 8.906, 8.918], [-12.349, 8.430, 8.326], [-13.352, 14.166, 8.974], [-10.918, 13.796, 9.584], [-9.971, 11.441, 9.593], [-20.662, 7.611, 11.562], [-20.904, 7.268, 10.285], [-21.856, 6.603, 9.959], [-19.814, 7.691, 9.381], [-19.392, 6.850, 8.372], [-18.310, 7.155, 7.577], [-17.596, 8.342, 7.787], [-18.060, 9.245, 8.754], [-19.145, 8.915, 9.508], [-16.430, 8.597, 7.018], [-16.458, 8.347, 5.791], [-15.235, 8.463, 5.020], [-15.267, 8.138, 3.666], [-14.062, 8.091, 2.956], [-12.920, 8.601, 3.575], [-13.007, 8.963, 4.940], [-14.138, 8.899, 5.627], [-19.947, 8.304, 11.532], [-19.840, 5.875, 8.228], [-17.978, 6.418, 6.867], [-17.528, 10.175, 8.863], [-19.524, 9.609, 10.262], [-17.384, 8.032, 5.293], [-16.192, 7.796, 3.173], [-14.105, 7.818, 1.904], [-11.997, 8.689, 3.026], [-12.164, 9.251, 5.527], [-14.551, 4.443, 13.501], [-14.647, 5.807, 12.387], [-14.630, 7.102, 12.859], [-14.632, 8.120, 11.978], [-14.696, 7.849, 10.575], [-14.895, 8.920, 9.787], [-14.568, 6.538, 10.099], [-14.437, 6.211, 8.710], [-14.592, 6.928, 7.757], [-14.527, 5.522, 11.053], [-14.609, 7.266, 13.926], [-14.565, 9.101, 12.366], [-14.187, 5.148, 8.499], [-14.513, 4.489, 10.740]]}

=====

Entry 4:
{"formula": "C27H17F5N5O2PdS2", "method": "ωB97M-V/def2-TZVPD", "s2": 2.007, "gap_ev": [6.696, 6.628], "homo_ha": [-0.1654, -0.1735], "total_charge": -1, "multiplicity": 3, "symbols": ["Pd", "C", "O", "C", "C", "C", "C", "C", "C", "N", "N", "C", "C", "C", "C", "O", "C", "N", "C", "C", "C", "C", "H", "H", "H", "H", "H", "H", "H", "H", "H", "H", "H", "H", "F", "C", "C", "F", "C", "F", "C", "S", "C", "F", "C", "F", "C", "C", "C", "C", "N", "C", "S", "N", "H", "H", "H", "H", "H"], "coordinates": [[-0.018, 1.971, -0.544], [2.620, -5.192, -0.745], [1.343, -5.792, -0.643], [0.483, -5.270, 0.279], [0.802, -4.242, 1.158], [-0.160, -3.761, 2.040], [-1.442, -4.302, 2.073], [-1.728, -5.362, 1.216], [-0.785, -5.832, 0.319], [-2.427, -3.956, 3.056], [-2.574, -2.782, 3.470], [-1.963, -1.660, 2.874], [-1.636, -0.635, 3.751], [-0.876, 0.464, 3.381], [-0.433, 0.641, 2.058], [0.284, 1.620, 1.679], [-0.875, -0.373, 1.100], [-0.548, -0.151, -0.199], [-0.987, -0.952, -1.140], [-1.841, -2.025, -0.853], [-2.183, -2.275, 0.448], [-1.659, -1.478, 1.489], [3.141, -5.718, -1.541], [3.187, -5.294, 0.182], [2.545, -4.134, -1.004], [1.784, -3.790, 1.164], [0.097, -2.955, 2.716], [-2.720, -5.801, 1.245], [-1.017, -6.645, -0.361], [-1.953, -0.759, 4.782], [-0.613, 1.233, 4.097], [-0.679, -0.725, -2.153], [-2.233, -2.631, -1.659], [-2.887, -3.062, 0.679], [-3.612, 7.859, -2.146], [-3.330, 6.660, -1.623], [-4.333, 5.757, -1.361], [-5.607, 6.098, -1.613], [-4.033, 4.511, -0.845], [-5.054, 3.683, -0.605], [-2.730, 4.090, -0.588], [-2.408, 2.465, -0.039], [-1.754, 5.065, -0.806], [-0.483, 4.828, -0.485], [-2.030, 6.310, -1.332], [-1.050, 7.195, -1.543], [5.903, 2.797, -2.439], [4.588, 2.266, -1.937], [4.538, 1.447, -0.806], [3.283, 1.122, -0.336], [2.182, 1.514, -0.961], [2.305, 2.241, -2.098], [0.806, 2.616, -2.861], [3.493, 2.647, -2.587], [6.666, 2.015, -2.442], [6.246, 3.592, -1.772], [5.787, 3.207, -3.440], [5.436, 1.107, -0.311], [3.140, 0.531, 0.563]]}

=====

Strongest force on any atom values (in eV/A) by entry order: 0.3 4.4 2.5 0.6.